Record 1
The following is a DFT calculation (the ωB97M-V functional and the def2-TZVPD basis) of a cluster of 2 separate species, C28H46ClN3O4PS in total in a non-equilibrium geometry.

Properties
F_max = 1.87 eV Å⁻¹
Molar mass = 587.19 Da
Electronic energy = -75081.7353 eV
HOMO level = -0.416 Ha
Total charge = +1

Each line ends with the Mulliken charge.
Positions of all 84 atoms, in Å:
Cl  -1.580  -4.175  -1.521  -0.193
S  1.793  -5.052  -3.928  -0.325
P  2.833  -3.540  -3.479  0.971
O  4.849  -3.604  4.015  -0.546
O  -5.391  1.420  -2.268  -0.358
O  2.783  -2.325  -4.489  -0.573
O  4.372  -3.858  -3.268  -0.525
N  -4.618  2.776  3.387  -0.484
N  3.271  -3.097  -0.873  0.156
N  3.884  -5.256  2.812  -0.510
C  1.868  -3.215  1.150  -1.917
C  2.112  2.156  -0.939  -0.312
C  -2.088  2.565  -1.472  -0.118
C  4.554  -4.050  2.936  0.198
C  -6.311  0.684  -1.496  -0.769
C  1.009  -3.735  1.800  -0.336
C  -4.408  1.831  4.300  -0.211
C  2.465  -2.856  -1.839  -0.624
C  -3.418  2.804  -2.210  -1.023
C  -1.000  3.545  0.609  -1.401
C  -4.190  4.004  3.674  -0.200
C  -0.480  -2.185  -3.046  -0.734
C  3.096  1.149  -0.306  -1.431
C  -3.544  4.339  4.854  -0.387
C  2.097  -1.246  -0.221  -0.058
C  0.112  2.497  0.715  0.010
C  -1.515  3.819  -0.805  -0.735
C  -4.646  2.304  -1.458  -0.474
C  3.074  -0.280  -0.911  -1.521
C  -3.777  2.060  5.513  -0.371
C  0.471  -1.241  -2.304  -1.116
C  1.440  3.046  0.145  -1.352
C  2.844  -2.459  0.382  1.691
C  -3.335  3.343  5.793  -0.220
C  4.016  -2.146  1.311  -0.803
C  1.325  -2.019  -1.327  0.510
C  4.934  -3.325  1.668  -0.754
C  -1.693  -2.530  -2.212  -0.541
H  1.032  -0.624  -2.994  0.824
H  -3.637  1.254  6.219  0.365
H  2.949  1.100  0.763  0.624
H  -0.771  -1.763  -3.995  0.481
H  -4.366  1.782  -0.545  0.329
H  3.648  -1.687  2.215  0.491
H  3.048  -5.270  3.376  0.259
H  4.090  -0.639  -0.853  0.884
H  2.850  -0.162  -1.963  0.336
H  4.112  -3.638  -1.053  0.528
H  2.448  -1.520  -4.072  0.401
H  -0.611  4.475  1.002  0.423
H  -2.223  1.801  -0.715  0.313
H  4.794  -3.960  -4.132  0.408
H  -6.964  1.354  -0.948  0.323
H  -5.804  0.023  -0.797  0.294
H  5.046  -4.040  0.859  0.355
H  1.235  3.994  -0.329  0.584
H  -2.564  -2.531  -2.835  0.479
H  -6.901  0.075  -2.162  0.274
H  -4.767  0.841  4.042  0.369
H  0.052  -3.108  -3.228  0.008
H  -1.373  2.179  -2.185  0.032
H  -4.379  4.752  2.912  0.396
H  -3.389  2.228  -3.125  0.437
H  -5.265  3.147  -1.161  0.309
H  1.326  1.660  -1.492  0.051
H  0.654  -2.792  -0.945  -0.144
H  -3.530  3.845  -2.472  0.511
H  0.249  -4.102  2.433  0.569
H  -2.837  3.563  6.729  0.385
H  -1.872  -1.836  -1.405  0.233
H  -0.660  4.137  -1.390  0.277
H  3.619  -5.465  1.861  0.300
H  2.163  3.128  0.941  0.547
H  -3.216  5.353  5.030  0.367
H  -2.251  4.607  -0.808  0.636
H  -0.151  -0.615  -1.688  0.066
H  1.474  -0.739  0.496  1.364
H  0.259  2.308  1.772  0.446
H  5.912  -2.905  1.842  0.432
H  -1.848  3.210  1.199  0.366
H  -0.150  1.547  0.269  -0.061
H  4.086  1.502  -0.548  0.333
H  4.656  -1.417  0.836  0.601
H  2.617  2.798  -1.648  0.579

Cartesian forces, eV/Å:
Cl 0.05 -0.04 0.25
S -0.18 0.09 0.19
P -0.63 -1.49 -0.81
O -0.20 0.39 0.10
O 0.16 -0.17 -0.18
O -0.08 0.43 0.42
O 0.38 0.53 0.12
N 0.06 -0.01 -0.02
N -0.07 -0.60 -0.54
N -0.40 0.33 -0.69
C -0.37 -0.84 -0.18
C -0.44 0.06 1.07
C -0.44 0.56 -0.11
C 0.04 -0.28 0.46
C 0.06 0.17 -0.20
C 0.22 0.36 -0.07
C -0.03 -0.07 -0.03
C -0.09 0.37 -0.01
C 0.22 -0.86 0.21
C -0.37 -0.38 -0.44
C -0.03 0.03 -0.11
C 0.58 0.15 0.38
C -0.22 -0.40 -1.30
C 0.00 -0.02 0.00
C 0.29 -0.54 -1.15
C 0.55 0.83 0.18
C 0.72 -0.91 0.17
C 0.01 0.26 -0.01
C -0.18 1.14 0.76
C 0.01 0.01 -0.02
C -0.21 -0.54 -0.17
C -0.11 -1.06 -0.95
C 0.35 0.93 1.59
C 0.03 0.00 0.04
C 0.64 -0.20 -0.49
C 0.12 0.08 -0.39
C 0.10 -0.06 -0.02
C -0.24 -0.25 -0.25
H 0.15 0.35 -0.05
H -0.01 -0.02 0.00
H 0.15 -0.01 0.39
H -0.16 0.15 -0.29
H 0.19 -0.10 0.28
H -0.27 0.13 0.30
H 0.18 -0.38 0.59
H 0.23 -0.34 -0.09
H -0.10 -0.08 -0.38
H 0.14 -0.05 0.44
H 0.03 0.33 -0.33
H -0.01 0.26 0.44
H -0.14 -0.33 0.16
H 0.40 -0.20 0.05
H -0.28 0.12 0.25
H 0.18 -0.09 0.27
H -0.02 -0.14 -0.32
H 0.15 0.53 0.21
H -0.54 -0.08 -0.21
H -0.21 -0.13 -0.30
H 0.00 -0.02 0.05
H -0.03 -0.24 -0.51
H 0.36 -0.20 -0.20
H 0.03 0.06 0.04
H -0.13 -0.01 -0.40
H -0.34 0.15 0.15
H -0.31 -0.34 -0.26
H -0.12 -0.06 0.64
H 0.03 0.34 -0.16
H -0.31 -0.32 0.17
H 0.00 0.00 0.01
H 0.02 0.13 0.30
H 0.10 0.49 -0.35
H 0.00 -0.12 -0.10
H 0.19 0.62 0.28
H -0.02 0.02 -0.01
H -0.16 0.35 0.14
H -0.08 0.83 0.14
H -0.34 -0.01 0.25
H -0.05 -0.21 0.30
H 0.36 0.05 0.10
H -0.17 0.12 0.37
H -0.24 -0.29 -0.32
H 0.44 0.36 0.51
H 0.08 0.34 -0.19
H 0.31 0.04 -0.19

---

Record 2
The following is a DFT calculation (the ωB97M-V functional and the def2-TZVPD basis) of a cluster of 4 separate species, C28H46FNO6S in total in a non-equilibrium geometry.

Properties
SMILES = Cc1cc(CCCF)c2c(c1)Sc1ccccc1N2.COCCOC.COCCOC.COCCOC
F_max = 5.11 eV Å⁻¹
Molar mass = 543.74 Da
Electronic energy = -57088.1687 eV
HOMO level = -0.274 Ha
Total charge = 0

Each line ends with the Mulliken charge.
Positions of all 83 atoms, in Å:
S  -0.107  -2.535  -1.760  -0.149
F  2.427  1.963  1.455  -0.383
O  -3.830  -0.213  4.125  -0.205
O  -1.082  -6.147  -0.383  -0.372
O  0.731  5.051  -3.621  -0.177
O  -2.568  0.609  6.697  -0.378
O  0.719  -8.498  -0.050  -0.375
O  -0.344  7.813  -3.304  -0.380
N  0.220  0.658  -2.337  -0.158
C  1.593  -1.666  -1.687  0.261
C  -1.246  -1.240  -0.936  0.373
C  -1.744  1.569  -0.686  -0.154
C  -2.451  -1.629  0.120  -0.429
C  -3.307  -0.365  0.779  -0.206
C  0.396  5.086  -5.003  -0.893
C  -1.625  -0.447  6.565  -0.670
C  1.489  6.198  -3.220  -0.421
C  -0.147  -6.622  -1.357  -0.116
C  2.946  0.859  -1.935  0.564
C  1.527  -0.024  -1.999  -0.200
C  -0.438  -5.507  0.712  -0.574
C  2.983  -2.461  -1.314  -0.626
C  3.026  2.488  -2.192  -0.246
C  5.797  -2.266  -0.828  -0.954
C  0.620  7.193  -2.447  -0.583
C  -1.651  7.281  -3.115  -0.644
C  -0.165  -9.035  0.928  -0.700
C  4.368  0.084  -1.555  -0.679
C  -4.628  -1.164  4.822  -0.855
C  -3.910  1.090  4.710  -0.472
C  4.374  -1.552  -1.242  0.493
C  1.853  2.748  0.299  0.337
C  3.087  3.189  -0.696  -0.444
C  0.036  -8.139  -1.256  -0.680
C  -2.941  1.215  0.384  -0.541
C  -2.648  1.413  5.516  -0.556
C  -0.885  0.338  -1.354  -0.089
H  5.654  -3.421  -0.570  0.287
H  1.261  7.992  -2.062  0.379
H  -0.083  6.031  -5.277  0.374
H  -1.189  -5.309  1.483  0.236
H  1.293  4.934  -5.610  0.320
H  1.962  6.678  -4.085  0.414
H  2.999  4.356  -0.846  0.207
H  -4.193  -0.510  1.558  0.211
H  -4.410  -1.161  5.894  0.381
H  -4.402  -2.158  4.425  0.239
H  1.338  3.698  0.803  0.216
H  0.815  -6.104  -1.264  0.116
H  -2.699  2.456  5.846  0.376
H  -3.990  1.804  3.884  0.314
H  3.977  2.801  -2.841  0.356
H  1.052  2.050  -0.193  -0.175
H  5.408  0.659  -1.502  0.212
H  -0.609  -0.042  6.550  0.324
H  -4.808  1.190  5.331  0.351
H  0.664  -8.473  -2.087  0.380
H  0.386  -9.140  1.867  0.238
H  -1.020  -8.375  1.100  0.304
H  6.213  -1.649  0.103  0.258
H  2.284  5.836  -2.559  0.232
H  -0.010  -4.554  0.389  0.153
H  -0.564  -6.383  -2.341  0.372
H  4.083  2.843  -0.187  0.351
H  0.325  1.681  -2.512  0.367
H  -1.749  1.297  4.900  0.328
H  0.344  -6.139  1.143  0.359
H  2.097  2.931  -2.761  -0.237
H  -0.514  -10.022  0.614  0.325
H  -0.306  4.271  -5.207  0.237
H  -2.689  -2.755  0.427  0.265
H  -1.804  -1.035  5.659  0.272
H  -2.300  7.680  -3.899  0.240
H  -1.424  2.674  -0.989  0.180
H  3.017  -3.610  -1.091  0.208
H  6.603  -2.196  -1.674  0.268
H  0.134  6.708  -1.592  0.319
H  -1.653  6.189  -3.186  0.242
H  -0.928  -8.657  -1.332  0.348
H  -3.582  2.071  0.909  0.247
H  -5.688  -0.954  4.658  0.321
H  -1.725  -1.108  7.431  0.240
H  -2.043  7.591  -2.143  0.326

Cartesian forces, eV/Å:
S 0.61 2.39 1.02
F -1.11 1.54 -2.34
O -0.28 0.07 0.44
O 0.49 -0.06 0.00
O 0.09 0.34 -0.16
O 0.15 -0.08 -0.48
O -0.52 0.00 -0.02
O -0.05 -0.47 0.30
N 0.40 -1.93 2.67
C 2.32 2.39 0.27
C -1.21 2.91 1.24
C -0.50 -3.93 0.98
C 0.91 4.44 -0.74
C 2.80 1.23 -2.53
C -0.17 -0.18 0.03
C -0.14 -0.03 0.19
C -0.41 -0.22 0.46
C -0.61 -0.33 0.09
C 0.63 -3.34 0.43
C 3.82 -1.21 0.76
C -0.16 -0.01 0.06
C 0.15 5.06 -0.69
C -0.34 -0.44 0.69
C -0.48 0.50 0.20
C 0.18 0.21 -0.62
C 0.09 0.13 -0.18
C 0.23 0.12 0.00
C -3.64 -2.65 -0.19
C 0.20 -0.02 -0.13
C 0.58 -0.16 -0.23
C -2.66 1.34 -0.93
C 0.45 -0.03 0.78
C -0.50 -0.13 -0.19
C 0.50 0.39 0.18
C 1.80 -3.11 -1.55
C -0.51 -0.09 0.37
C -2.90 -0.08 2.50
H 0.19 2.70 -0.42
H 0.03 -0.04 0.02
H 0.08 -0.03 0.02
H 0.03 -0.06 -0.19
H -0.01 0.06 -0.09
H -0.14 0.00 0.08
H 0.55 -2.30 0.44
H 2.29 0.14 -1.88
H -0.05 0.03 -0.05
H 0.03 0.18 -0.05
H 1.16 -2.17 -1.14
H -0.06 -0.12 0.06
H -0.02 -0.01 -0.05
H 0.01 0.05 0.01
H -2.00 -0.93 1.57
H 1.64 1.33 0.99
H -2.63 -1.28 -0.16
H 0.06 -0.07 -0.08
H 0.16 -0.06 0.01
H -0.03 0.02 -0.04
H 0.03 0.02 -0.19
H 0.01 -0.06 -0.05
H -0.87 -1.62 -1.92
H 0.02 0.06 0.00
H 0.08 0.01 0.07
H 0.05 -0.02 0.00
H -1.95 0.97 -0.86
H -0.08 -1.27 0.40
H -0.15 -0.07 -0.01
H -0.01 0.02 -0.04
H 1.69 -1.09 1.04
H -0.11 -0.03 0.04
H 0.15 0.09 0.13
H 0.71 2.80 -0.90
H 0.05 0.07 0.00
H 0.17 0.03 0.09
H -0.95 -2.60 0.83
H -0.23 2.55 -0.50
H -1.70 -0.04 1.46
H 0.04 -0.04 -0.15
H 0.00 0.04 0.05
H 0.07 0.15 0.07
H 1.67 -2.06 -1.40
H -0.08 -0.03 0.10
H -0.04 0.21 -0.09
H -0.08 -0.08 0.04

---

Record 3
The following is a DFT calculation (the ωB97M-V functional and the def2-TZVPD basis) of a structure of composition C28H46NOP2ReS in a non-equilibrium geometry.

Properties
Spin multiplicity = 4
Energy above the lowest of the compared OMol25 structures with the same formula, charge and spin = 35.6 kJ/mol
<S²> = 3.801
F_max = 1.24 eV Å⁻¹
Molar mass = 692.90 Da
Electronic energy = -64837.1634 eV
HOMO level (spin up / spin down) = -0.591 / -0.609 Ha
Total charge = +3

Each line ends with the Mulliken spin population.
Positions of all 80 atoms, in Å:
Re  -0.660  -0.842  -0.593  2.170
S  -3.506  -1.959  -2.398  0.015
P  -0.917  -0.492  1.757  0.044
P  1.661  -0.609  -1.194  -0.075
O  -2.331  -1.591  -1.417  0.128
N  -0.283  1.161  -0.493  0.264
C  0.476  -0.668  4.234  0.008
C  0.154  2.858  -3.776  -0.012
C  0.429  -1.180  2.789  0.029
C  -0.831  3.460  2.953  0.099
C  -0.349  2.625  -2.510  0.082
C  2.840  0.087  0.032  0.017
C  -2.846  -2.540  1.790  0.052
C  3.833  1.075  -0.590  -0.001
C  -3.036  -0.844  3.640  0.001
C  -4.848  -2.384  -1.331  0.006
C  3.795  -1.812  -2.613  -0.002
C  1.139  2.040  -4.352  0.071
C  0.146  1.546  -1.778  -0.060
C  -2.614  -1.072  2.182  -0.038
C  1.140  0.703  -2.335  0.070
C  2.337  -1.998  -2.166  -0.024
C  0.468  -2.715  2.711  0.018
C  1.663  2.315  -5.737  -0.003
C  -0.410  4.069  1.757  -0.046
C  -1.006  2.066  2.954  0.039
C  1.614  0.952  -3.612  -0.021
C  -1.068  4.278  4.189  -0.007
C  3.550  -1.028  0.819  0.007
C  -0.207  3.344  0.609  0.128
C  2.136  -3.333  -1.432  0.021
C  -4.054  -0.408  -3.039  0.002
C  -0.825  1.312  1.813  0.037
C  -0.445  1.951  0.606  -0.041
H  -4.093  -1.100  3.732  0.000
H  4.486  -1.979  -1.787  0.000
H  -1.270  3.659  5.061  -0.002
H  1.332  -1.135  4.725  0.002
H  -0.207  4.912  4.401  0.011
H  2.351  -4.157  -2.115  0.000
H  2.181  0.644  0.704  -0.003
H  2.739  2.149  -5.793  0.003
H  -4.627  -3.349  -0.878  0.000
H  2.379  0.318  -4.049  -0.001
H  -4.365  0.239  -2.217  0.000
H  0.624  0.409  4.292  0.001
H  -0.259  -3.164  3.389  0.001
H  -0.230  3.696  -4.348  0.000
H  4.410  -1.406  0.265  0.000
H  1.695  -1.988  -3.052  0.003
H  1.454  -3.060  3.025  0.002
H  4.001  -0.830  -3.039  0.000
H  -4.890  -0.628  -3.709  0.000
H  3.344  1.890  -1.126  0.000
H  3.929  -0.623  1.759  0.001
H  0.288  -3.108  1.705  -0.001
H  -3.917  -2.746  1.826  0.001
H  1.451  3.333  -6.055  0.000
H  -2.490  -1.496  4.322  0.001
H  4.424  1.517  0.215  0.003
H  -1.920  4.948  4.041  0.013
H  -2.372  -3.219  2.495  0.008
H  -4.976  -1.594  -0.590  0.001
H  -1.134  3.256  -2.105  0.000
H  -3.222  -0.428  1.540  -0.008
H  4.528  0.576  -1.267  0.000
H  2.909  -1.881  1.057  0.003
H  -0.227  5.138  1.747  0.002
H  1.113  -3.471  -1.073  -0.001
H  -2.929  0.189  3.966  0.001
H  -5.733  -2.472  -1.970  0.001
H  -3.233  0.020  -3.614  -0.001
H  -0.410  -0.940  4.806  -0.001
H  -1.281  1.591  3.886  0.008
H  4.022  -2.554  -3.380  -0.001
H  0.153  3.843  -0.283  0.005
H  2.817  -3.427  -0.583  0.000
H  1.194  1.639  -6.459  0.008
H  -2.493  -2.793  0.788  -0.014
H  1.308  -0.786  2.273  -0.021

Cartesian forces, eV/Å:
Re -0.01 1.15 -0.39
S 0.36 -0.45 -0.38
P -0.10 0.10 0.27
P -0.09 -0.15 0.00
O 0.25 0.09 0.07
N -0.10 -1.21 -0.28
C 0.02 -0.04 0.01
C -0.03 0.04 0.00
C 0.08 -0.17 -0.04
C 0.00 -0.08 -0.04
C -0.14 0.05 -0.05
C 0.00 -0.02 0.04
C 0.01 0.02 0.07
C 0.09 -0.01 0.05
C -0.01 0.01 -0.02
C -0.09 0.08 0.14
C 0.00 -0.06 -0.03
C 0.10 -0.06 -0.13
C 0.00 -0.08 0.19
C -0.01 -0.11 0.04
C -0.10 -0.02 0.16
C 0.08 -0.09 0.06
C 0.03 0.03 0.07
C -0.09 -0.07 0.15
C -0.07 0.02 0.34
C -0.03 0.38 0.25
C 0.02 0.06 -0.30
C -0.02 0.00 -0.13
C 0.02 0.03 0.02
C 0.02 -0.36 -0.22
C 0.12 -0.03 -0.02
C -0.08 0.19 0.11
C 0.09 0.01 -0.32
C 0.02 0.59 0.43
H 0.05 0.01 -0.02
H -0.05 0.03 -0.06
H 0.01 -0.01 -0.03
H -0.03 0.00 -0.03
H 0.02 -0.02 0.00
H 0.02 0.04 0.01
H -0.01 0.05 0.08
H -0.01 0.00 0.03
H -0.03 0.04 0.00
H -0.04 0.02 0.03
H 0.00 0.05 -0.12
H -0.01 -0.03 -0.03
H -0.01 0.02 -0.04
H 0.03 -0.05 0.04
H -0.07 0.01 0.03
H -0.05 -0.04 -0.07
H -0.06 0.02 0.01
H -0.03 -0.02 0.01
H 0.05 0.05 0.05
H -0.02 -0.04 0.02
H -0.01 0.01 -0.07
H 0.01 0.05 0.00
H 0.02 0.02 0.02
H 0.00 -0.01 0.05
H 0.01 0.03 -0.05
H -0.03 -0.03 -0.05
H 0.03 -0.06 -0.01
H 0.03 0.00 0.01
H -0.09 -0.08 0.01
H 0.09 -0.07 -0.03
H -0.08 0.05 -0.04
H -0.05 0.03 0.03
H -0.02 0.10 0.02
H -0.02 -0.05 0.00
H -0.01 0.03 -0.01
H 0.02 0.00 -0.02
H 0.06 -0.02 0.07
H -0.05 0.02 0.00
H 0.02 0.00 -0.04
H -0.03 0.00 0.01
H -0.01 0.01 0.05
H -0.04 -0.07 0.08
H -0.07 0.00 -0.09
H 0.00 0.02 0.05
H 0.02 0.02 0.00
H 0.07 0.02 -0.03